<A>
# CH4N2OS

2 unconnected molecules or ions with the total composition CH4N2OS (ωB97M-V with the def2-TZVPD basis set, the Open Molecules 2025 dataset).

Last column: Mulliken charge in e.
Atoms and positions in Å:
C1 -1.815 -0.266 -0.869  -0.192
N1 0.703 0.930 0.229  -0.323
N2 0.641 -0.233 -0.425  -0.388
O1 0.407 -1.303 0.655  -0.470
S1 -2.347 0.246 0.468  -0.026
H1 1.296 -1.854 0.714  0.313
H2 1.574 1.443 -0.066  0.265
H3 -0.167 1.511 0.090  0.169
H4 -0.291 -0.474 -0.796  0.653

Summary:
highest occupied orbital energy: -9.4 eV
total charge: 0

<B>
# CH4N2OS

A single CH4N2OS molecule (ωB97M-V with the def2-TZVPD basis set, the Open Molecules 2025 dataset).

Last column: Mulliken charge in e.
Atoms and positions in Å:
O1 -0.843 1.283 0.571  -0.362
N1 -1.356 -0.003 0.398  -0.423
C1 -0.497 -0.840 -0.022  0.186
N2 0.825 -0.766 -0.363  -0.304
S1 1.577 0.612 -1.048  -0.127
H1 -1.640 1.753 0.902  0.343
H2 -0.823 -1.895 -0.174  0.270
H3 1.355 -1.613 -0.267  0.271
H4 1.402 1.468 0.004  0.146

Summary:
highest occupied orbital energy: -8.6 eV
SMILES: O/N=C\NS
total charge: 0

<C>
# CH4N2OS

2 unconnected molecules or ions with the total composition CH4N2OS (ωB97M-V with the def2-TZVPD basis set, the Open Molecules 2025 dataset).

Last column: Mulliken charge in e.
Atoms and positions in Å:
C1 -1.680 -0.606 0.490  -0.269
N1 -1.089 0.258 -0.162  -0.310
N2 1.571 0.216 -0.902  -0.442
O1 1.841 0.438 0.427  -0.123
S1 1.038 1.651 1.193  -0.040
H1 -2.577 -0.955 0.086  0.286
H2 -1.172 -1.279 1.112  0.279
H3 1.200 -0.699 -1.034  0.267
H4 0.868 0.977 -1.210  0.354

Summary:
highest occupied orbital energy (alpha / beta): -8.8 / -8.8 eV
total charge: 0

Which one is the most stable? From the structures above, <B>.